(1)
Formula: C5H10O
Source: the Open Molecules 2025 dataset
Level of theory: wB97M-V/def2-TZVPD

Results
**Energy relative to the best compared isomer or geometry (same formula, charge and spin)**: 123.9 kJ/mol
**HOMO**: -0.351 hartree

Geometry as ORCA input:
```
! wB97M-V def2-TZVPD RIJCOSX def2/J DEFGRID3
* xyz 0 1
C 2.007 0.590 0.130
C 0.866 -0.099 -0.623
C -0.319 -0.482 0.258
C -1.609 -0.962 -0.467
O -2.341 0.197 -0.091
C -1.234 0.661 0.721
H 2.408 -0.059 0.918
H 1.665 1.517 0.604
H 2.834 0.848 -0.542
H 1.245 -1.005 -1.114
H 0.504 0.559 -1.425
H -0.002 -1.161 1.061
H -2.045 -1.864 -0.034
H -1.556 -1.086 -1.553
H -1.470 0.675 1.791
H -0.956 1.664 0.386
*
```

=====

(2)
Formula: C48H38ClN11OPd
Source: the Open Molecules 2025 dataset
Level of theory: wB97M-V/def2-TZVPD

Results
**HOMO**: -0.451 hartree

Geometry as ORCA input:
```
! wB97M-V def2-TZVPD RIJCOSX def2/J DEFGRID3
* xyz 2 1
Pd -0.010 0.302 -1.549
C 5.430 -3.203 -2.221
C 6.074 -1.980 -2.066
C 5.363 -0.787 -1.992
C 3.982 -0.857 -2.055
C 2.936 0.147 -1.979
N 3.117 1.432 -1.862
C 2.161 2.332 -1.697
C 2.310 3.757 -1.835
C 3.344 4.560 -2.305
C 3.103 5.923 -2.415
C 1.876 6.479 -2.054
C 0.837 5.691 -1.579
C 1.058 4.324 -1.483
C 0.193 3.225 -1.157
N -1.063 3.351 -0.768
C -1.950 2.400 -0.709
N -1.757 1.102 -1.101
C -2.965 0.448 -1.054
N -3.189 -0.741 -1.540
C -2.290 -1.544 -2.081
N -0.931 -1.361 -2.027
C -0.318 -2.463 -2.550
N 0.985 -2.696 -2.539
C 1.910 -1.814 -2.278
N 1.718 -0.472 -2.109
C 3.332 -2.097 -2.224
C 4.046 -3.276 -2.317
C -1.315 -3.362 -3.059
C -1.225 -4.542 -3.781
C -2.408 -5.115 -4.227
C -3.646 -4.543 -3.937
C -3.751 -3.373 -3.196
C -2.573 -2.778 -2.763
C -3.968 1.335 -0.491
C -5.296 1.160 -0.136
C -5.961 2.246 0.429
C -5.328 3.470 0.611
C -4.000 3.658 0.241
C -3.326 2.575 -0.293
N 0.872 2.045 -1.316
H 6.013 -4.109 -2.303
H 7.151 -1.952 -2.010
H 5.858 0.166 -1.900
H 4.288 4.127 -2.596
H 3.877 6.570 -2.798
H 1.736 7.544 -2.152
H -0.115 6.114 -1.302
H 3.535 -4.214 -2.466
H -0.266 -4.980 -4.004
H -2.370 -6.020 -4.814
H -4.542 -5.013 -4.312
H -4.708 -2.928 -2.968
H -5.782 0.207 -0.270
H -6.988 2.136 0.740
H -5.876 4.292 1.045
H -3.496 4.601 0.381
C 1.254 -7.047 2.192
C 1.309 -5.924 3.229
C -0.064 -5.256 3.325
C 1.600 -6.566 4.598
C 2.403 -4.840 2.863
O 2.334 -3.746 3.734
C 3.809 -5.532 2.887
C 4.958 -4.571 3.244
C 5.961 -4.343 2.162
C 6.407 -3.048 1.873
C 7.413 -2.830 0.958
C 7.989 -3.916 0.295
Cl 9.273 -3.669 -0.813
C 7.540 -5.214 0.551
C 6.542 -5.418 1.478
C 2.303 -4.231 1.426
N 1.431 -3.101 1.218
C 1.775 -1.854 0.865
N 0.691 -1.134 0.614
C -0.319 -2.006 0.852
N 0.103 -3.195 1.192
H 0.634 -7.850 2.578
H 2.235 -7.469 1.990
H 0.807 -6.718 1.259
H -0.817 -6.013 3.526
H -0.333 -4.756 2.401
H -0.083 -4.525 4.129
H 0.696 -7.056 4.949
H 1.881 -5.843 5.361
H 2.366 -7.333 4.542
H 2.267 -4.056 4.646
H 3.970 -5.965 1.901
H 3.798 -6.341 3.608
H 5.509 -4.998 4.090
H 4.550 -3.619 3.586
H 5.976 -2.211 2.402
H 7.777 -1.832 0.770
H 7.996 -6.048 0.040
H 6.227 -6.426 1.704
H 2.013 -5.023 0.733
H 3.302 -3.869 1.171
H 2.786 -1.507 0.791
H -1.358 -1.746 0.803
*
```

=====

(3)
Formula: CsF10K2N5O20S10
Source: the Open Molecules 2025 dataset
Level of theory: wB97M-V/def2-TZVPD

Results
**HOMO**: -0.172 hartree

Geometry as ORCA input:
```
! wB97M-V def2-TZVPD RIJCOSX def2/J DEFGRID3
* xyz -2 1
K 7.621 21.844 -16.197
K 4.241 21.216 -14.777
Cs 10.313 24.075 -10.911
N 6.831 29.326 -15.266
S 6.085 28.119 -16.296
O 6.848 27.656 -17.457
O 4.624 28.211 -16.428
F 6.254 26.847 -15.351
S 6.412 30.549 -16.092
O 5.392 31.414 -15.500
O 6.456 30.517 -17.513
F 7.653 31.438 -15.762
N 6.363 22.490 -13.758
S 7.249 21.776 -12.529
O 6.678 21.401 -11.230
O 8.694 22.200 -12.415
F 7.414 20.387 -13.279
S 6.345 23.873 -13.145
O 7.507 24.769 -13.360
O 5.607 24.018 -11.882
F 5.364 24.520 -14.202
N 7.305 23.843 -7.129
S 5.955 24.382 -8.172
O 4.700 23.640 -8.207
O 6.359 25.163 -9.374
F 5.526 25.698 -7.252
S 7.611 22.610 -7.943
O 8.460 22.932 -9.090
O 6.565 21.676 -8.151
F 8.681 21.866 -6.967
N 5.272 16.346 -14.193
S 6.209 17.528 -14.249
O 5.696 18.805 -14.781
O 7.583 17.143 -14.435
F 6.000 17.894 -12.712
S 4.764 16.363 -15.865
O 5.841 16.061 -16.818
O 3.691 17.282 -16.378
F 4.005 14.887 -15.871
N 8.397 29.513 -12.215
S 9.175 30.438 -11.315
O 10.570 30.278 -10.963
O 8.492 31.219 -10.280
F 9.344 31.513 -12.536
S 8.607 28.145 -11.208
O 7.962 28.231 -9.911
O 9.693 27.150 -11.327
F 7.461 27.334 -12.080
*
```

=====

(4)
Formula: C2H7N
Source: the Open Molecules 2025 dataset
Level of theory: wB97M-V/def2-TZVPD

Results
**Structure (SMILES)**: C=N.C
**Energy relative to the best compared isomer or geometry (same formula, charge and spin)**: 95.3 kJ/mol
**HOMO**: -0.374 hartree

Geometry as ORCA input:
```
! wB97M-V def2-TZVPD RIJCOSX def2/J DEFGRID3
* xyz 0 1
C 6.230 0.584 -1.120
N 5.876 0.309 -2.308
H 6.929 1.400 -0.969
H 5.925 -0.040 -0.276
H 5.083 -0.334 -2.278
C -6.012 -0.362 1.418
H -6.429 -0.594 2.392
H -6.109 0.658 1.060
H -6.537 -0.995 0.697
H -4.957 -0.627 1.385
*
```

=====

(5)
Formula: C2H11N2O2
Source: the Open Molecules 2025 dataset
Level of theory: wB97M-V/def2-TZVPD

Results
**Energy relative to the best compared isomer or geometry (same formula, charge and spin)**: 79.3 kJ/mol
**HOMO**: -0.541 hartree

Geometry as ORCA input:
```
! wB97M-V def2-TZVPD RIJCOSX def2/J DEFGRID3
* xyz 1 1
C 2.333 -0.664 1.055
N 1.183 -0.219 0.283
C 1.328 0.234 -0.929
N 0.464 0.769 -1.722
H 2.672 -1.746 0.867
H 2.138 -0.714 2.172
H 3.223 -0.055 0.788
H 0.388 0.174 0.829
H 2.355 0.037 -1.366
H -0.517 0.984 -1.539
H 0.728 1.170 -2.616
H -3.205 -1.250 0.861
H -4.280 -1.409 -0.067
O -3.792 -0.674 0.316
H -1.413 1.811 0.694
H -2.251 0.529 0.196
O -1.355 1.022 0.178
*
```

=====

(6)
Formula: C16H42IN2O9
Source: the Open Molecules 2025 dataset
Level of theory: wB97M-V/def2-TZVPD

Results
**HOMO**: -0.168 hartree

Geometry as ORCA input:
```
! wB97M-V def2-TZVPD RIJCOSX def2/J DEFGRID3
* xyz -1 1
N 4.091 -0.199 2.600
C 4.217 0.935 1.681
N 3.380 2.052 2.138
C 2.047 1.702 2.503
C 1.133 1.347 1.315
O 1.085 1.906 0.280
I -0.238 -0.345 1.683
C 5.731 1.356 1.658
O 6.097 2.168 2.527
O 6.413 0.797 0.768
H 4.843 -0.839 2.365
H 3.237 -0.715 2.400
H 3.964 0.631 0.657
H 3.386 2.778 1.433
H 1.538 2.558 2.970
H 2.035 0.888 3.226
C -4.984 0.169 1.575
C -4.624 -1.295 1.420
O -3.465 -1.647 2.167
H -4.144 0.796 1.273
H -5.853 0.415 0.964
H -5.215 0.401 2.619
H -4.383 -1.519 0.381
H -5.469 -1.929 1.709
H -3.635 -1.462 3.096
C 6.111 -1.389 -2.472
C 5.779 -1.747 -1.036
O 4.513 -1.229 -0.649
H 6.108 -0.303 -2.584
H 7.096 -1.768 -2.754
H 5.374 -1.803 -3.166
H 6.497 -1.295 -0.354
H 5.792 -2.837 -0.899
H 3.839 -1.611 -1.220
C 6.042 -0.189 -6.731
C 5.058 -1.327 -6.927
O 4.265 -1.556 -5.772
H 6.688 -0.391 -5.876
H 6.663 -0.052 -7.618
H 5.516 0.748 -6.536
H 5.588 -2.262 -7.108
H 4.418 -1.133 -7.796
H 3.776 -0.751 -5.574
C 6.078 3.421 6.464
C 7.147 2.367 6.227
O 6.622 1.202 5.625
H 5.284 3.018 7.095
H 6.498 4.307 6.948
H 5.635 3.722 5.512
H 7.590 2.051 7.175
H 7.947 2.787 5.605
H 6.248 1.482 4.773
C -8.633 -2.889 0.885
C -8.599 -1.532 0.207
O -7.358 -1.297 -0.455
H -7.818 -2.975 1.606
H -9.579 -3.041 1.406
H -8.516 -3.690 0.152
H -8.704 -0.735 0.942
H -9.425 -1.444 -0.507
H -7.241 -1.982 -1.120
C -10.166 1.458 -3.307
C -10.149 -0.058 -3.278
O -11.162 -0.587 -2.425
H -10.031 1.856 -2.301
H -9.372 1.847 -3.946
H -11.121 1.827 -3.690
H -9.201 -0.418 -2.879
H -10.270 -0.463 -4.289
H -12.012 -0.285 -2.760
*
```

=====

(7)
Formula: C4H8Cl2N
Source: the Open Molecules 2025 dataset
Level of theory: wB97M-V/def2-TZVPD

Results
**Energy relative to the best compared isomer or geometry (same formula, charge and spin)**: 264.6 kJ/mol
**HOMO (alpha / beta)**: -0.473 / -0.506 hartree

Geometry as ORCA input:
```
! wB97M-V def2-TZVPD RIJCOSX def2/J DEFGRID3
* xyz 1 3
C -1.397 1.029 -0.278
C -2.402 0.264 -0.207
C 1.943 0.877 0.052
C 1.042 -0.280 -0.425
N 0.476 -1.290 0.455
Cl -4.027 0.876 0.275
Cl -2.444 -1.392 -0.678
H -1.147 2.034 -0.168
H 1.596 1.336 1.103
H 2.933 0.412 0.083
H 1.884 1.768 -0.644
H 0.815 -0.483 -1.478
H -0.508 -1.285 0.840
H 0.934 -1.803 1.251
H 0.302 -2.064 -0.181
*
```

=====

(8)
Formula: C7H10
Source: the Open Molecules 2025 dataset
Level of theory: wB97M-V/def2-TZVPD

Results
**Structure (SMILES)**: C=C(C)[C@H]1CC1=C
**Energy relative to the best compared isomer or geometry (same formula, charge and spin)**: 227.3 kJ/mol
**HOMO**: -0.328 hartree

Geometry as ORCA input:
```
! wB97M-V def2-TZVPD RIJCOSX def2/J DEFGRID3
* xyz 0 1
C -1.799 -0.899 -1.182
C -0.897 -0.165 -0.533
C -1.180 1.245 -0.076
C 0.455 -0.740 -0.306
C 1.722 0.072 -0.609
C 1.324 -0.253 0.765
C 1.307 -0.184 2.081
H -1.562 -1.915 -1.490
H -2.769 -0.501 -1.456
H -2.245 1.471 -0.173
H -0.887 1.413 0.967
H -0.623 1.968 -0.684
H 0.535 -1.806 -0.520
H 1.577 1.096 -0.951
H 2.534 -0.450 -1.111
H 0.448 -0.634 2.572
H 2.061 0.280 2.707
*
```

=====

(9)
Formula: C28H38BrCl30I2N4O6P4
Source: the Open Molecules 2025 dataset
Level of theory: wB97M-V/def2-TZVPD

Results
**HOMO**: -0.409 hartree

Geometry as ORCA input:
```
! wB97M-V def2-TZVPD RIJCOSX def2/J DEFGRID3
* xyz 1 1
C 0.381 1.035 5.209
C 0.051 0.695 3.790
I -1.222 -0.940 3.575
C 0.532 1.353 2.740
I 1.906 2.911 3.081
N 0.248 1.066 1.377
C -0.731 1.542 0.648
N -1.731 2.370 1.101
P -1.431 4.152 1.006
C -0.123 4.559 -0.217
C -1.046 4.865 2.635
C -2.884 2.097 0.153
P -4.576 1.871 0.852
O -4.672 3.239 1.728
Br -4.594 0.218 2.345
C -2.375 1.054 -0.873
C -2.810 1.324 -2.320
C -2.546 2.753 -2.803
C -3.686 3.763 -2.704
N -5.017 3.368 -2.446
O -3.433 4.922 -2.891
C -2.834 -0.392 -0.610
O -1.924 -1.052 0.247
C -2.016 -2.447 0.096
C -1.208 -3.103 -0.808
C -1.288 -4.483 -0.952
C -2.246 -5.141 -0.191
C -3.070 -4.479 0.704
C -2.949 -3.105 0.869
N -0.923 1.260 -0.684
P 0.162 0.218 -1.589
P 2.003 1.293 -2.008
O 2.646 0.505 -3.062
O 3.050 1.419 -0.793
O 1.742 2.770 -2.508
H -0.094 1.971 5.496
H -0.031 0.273 5.863
H 1.453 1.039 5.382
H 0.896 0.447 0.911
H 0.207 3.723 -0.826
H -0.580 5.277 -0.892
H 0.738 5.049 0.236
H -0.344 5.685 2.488
H -0.600 4.189 3.356
H -1.953 5.297 3.044
H -3.016 3.051 -0.364
H -5.242 3.076 2.492
H -2.227 0.657 -2.954
H -3.843 1.005 -2.426
H -2.346 2.691 -3.873
H -1.651 3.182 -2.363
H -5.258 2.465 -2.825
H -5.289 3.450 -1.477
H -3.871 -0.436 -0.273
H -2.807 -0.914 -1.570
H -0.499 -2.531 -1.387
H -0.639 -4.962 -1.659
H -2.374 -6.206 -0.290
H -3.814 -5.012 1.274
H -3.562 -2.552 1.564
H 0.587 -0.789 -0.693
H 3.087 0.607 -0.276
H 2.367 3.385 -2.093
C 1.210 -8.178 -0.222
Cl 0.330 -9.645 0.204
Cl 0.098 -6.807 -0.372
Cl 2.472 -7.828 0.958
H 1.684 -8.336 -1.182
C -0.091 -3.468 6.968
Cl 0.285 -4.805 8.046
Cl -0.547 -2.031 7.890
Cl 1.266 -3.110 5.897
H -0.935 -3.754 6.356
C 0.772 2.895 -6.346
Cl 0.247 1.936 -4.959
Cl 0.057 4.501 -6.285
Cl 2.532 2.984 -6.380
H 0.436 2.403 -7.248
C -1.047 -6.703 -4.797
Cl -2.745 -6.781 -5.252
Cl -0.563 -5.033 -4.476
Cl -0.725 -7.739 -3.404
H -0.456 -7.064 -5.628
C -1.417 8.316 -7.497
Cl -1.954 7.354 -6.117
Cl -2.132 9.924 -7.455
Cl 0.344 8.412 -7.541
H -1.749 7.822 -8.400
C 4.746 -8.286 4.452
Cl 3.763 -7.324 5.555
Cl 5.316 -7.296 3.107
Cl 6.098 -9.028 5.300
H 4.125 -9.075 4.048
C 6.460 3.232 3.060
Cl 7.542 2.931 4.417
Cl 5.552 1.780 2.645
Cl 5.364 4.571 3.428
H 7.059 3.513 2.205
C -7.837 -2.370 2.877
Cl -9.331 -3.092 2.298
Cl -6.440 -3.099 2.070
Cl -7.848 -0.621 2.640
H -7.753 -2.566 3.937
C 8.651 -0.774 4.243
Cl 8.127 -0.602 2.566
Cl 7.467 -1.695 5.173
Cl 10.240 -1.525 4.330
H 8.720 0.216 4.674
C 6.162 2.117 -5.568
Cl 6.361 1.690 -3.867
Cl 7.192 3.481 -5.999
Cl 6.484 0.731 -6.606
H 5.134 2.414 -5.715
*
```

=====

(10)
Formula: C26H22N2NdO4P
Source: the Open Molecules 2025 dataset
Level of theory: wB97M-V/def2-TZVPD

Results
**HOMO (alpha / beta)**: -0.298 / -0.303 hartree

Geometry as ORCA input:
```
! wB97M-V def2-TZVPD RIJCOSX def2/J DEFGRID3
* xyz 0 4
Nd -0.596 -0.101 -2.164
O -3.827 -2.207 -3.628
C -3.146 -1.286 -3.232
O -1.951 -0.987 -3.608
C -3.744 -0.347 -2.167
C -5.056 -0.556 -1.763
C -5.604 0.300 -0.824
C -4.822 1.326 -0.314
C -3.516 1.449 -0.754
N -2.981 0.631 -1.664
H -5.602 -1.379 -2.200
H -6.625 0.170 -0.491
H -5.208 2.017 0.422
H -2.864 2.219 -0.357
N -0.684 -1.467 -0.360
P 0.406 -1.007 0.627
C 0.850 -2.151 1.961
C 1.860 -1.898 2.884
C 2.138 -2.824 3.874
C 1.409 -4.007 3.943
C 0.405 -4.261 3.022
C 0.124 -3.333 2.031
C 2.018 -0.620 -0.178
C 2.923 0.326 0.306
C 4.135 0.529 -0.331
C 4.466 -0.213 -1.457
C 3.578 -1.154 -1.951
C 2.359 -1.350 -1.318
C -0.004 0.572 1.466
C -0.531 0.611 2.752
C -1.060 1.790 3.260
C -1.074 2.941 2.488
C -0.552 2.914 1.200
C -0.025 1.737 0.696
H 2.432 -0.979 2.830
H 2.923 -2.628 4.592
H 1.629 -4.731 4.716
H -0.160 -5.183 3.074
H -0.654 -3.505 1.297
H 2.672 0.918 1.178
H 4.826 1.270 0.049
H 5.413 -0.048 -1.953
H 3.822 -1.724 -2.837
H 1.668 -2.106 -1.688
H -0.534 -0.287 3.358
H -1.465 1.806 4.264
H -1.485 3.858 2.888
H -0.549 3.810 0.593
H 0.409 1.751 -0.304
C 2.080 3.341 -3.659
O 2.217 1.909 -3.634
C 1.200 1.212 -3.163
O 0.181 1.856 -2.768
H 2.987 3.718 -4.120
H 1.980 3.726 -2.644
H 1.205 3.627 -4.239
*
```

=====

Number 1: E_tot -7393.481 eV. Number 2: E_tot -84822.519 eV. Number 3: E_tot -217122.403 eV. Number 4: E_tot -3676.495 eV. Number 5: E_tot -9321.484 eV. Number 6: E_tot -46781.613 eV. Number 7: E_tot -30799.886 eV. Number 8: E_tot -7418.679 eV. Number 9: E_tot -546964.183 eV. Number 10: E_tot -63056.423 eV.